A cluster of 9 separate species, C46H95N2O11 in total. Source: OMol25; level of theory: ωB97M-V/def2-TZVPD.

```
154
Properties=species:S:1:pos:R:3:forces:R:3:lowdin_charge:R:1
C 3.952 -2.031 -2.421 0.3 -0.1 0.3 -0.07
C 3.875 -1.637 -0.939 0.1 -0.1 -0.4 -0.25
C 3.160 -0.312 -0.700 0.1 -0.2 -0.3 -0.14
C 1.614 -0.341 -0.858 0.1 0.0 0.5 -0.27
C 0.967 -1.716 -0.631 0.3 0.1 -0.1 -0.03
C 1.037 0.794 -0.026 -0.3 0.3 0.1 -0.05
C 0.618 2.007 -0.617 0.0 -0.1 0.3 -0.09
C 0.679 2.298 -2.092 -0.4 0.4 0.2 -0.11
C -0.684 2.715 -2.693 0.4 -0.4 -0.7 -0.15
C -1.443 1.532 -3.318 -0.8 0.4 0.3 -0.17
C -2.619 1.078 -2.443 0.4 -0.5 0.0 -0.14
C -2.245 0.098 -1.324 -0.7 0.4 0.1 -0.16
O -2.952 -1.152 -1.416 0.4 0.4 0.1 -0.01
C -2.252 -2.215 -1.895 0.1 0.4 -0.7 -0.55
C -1.344 -1.995 -3.070 -0.2 0.7 0.2 0.04
O -2.417 -3.276 -1.408 -0.4 -1.5 0.7 0.15
C 0.106 3.037 0.195 0.3 -0.4 0.6 0.07
C 0.031 2.888 1.567 0.0 0.0 -0.5 -0.15
C -0.480 3.905 2.500 -0.1 0.4 0.3 -0.15
C 0.020 5.210 2.483 -0.4 -0.2 0.1 0.00
C -0.483 6.121 3.400 0.1 -0.5 -0.3 -0.02
C -1.451 5.687 4.307 0.2 0.2 -0.1 -0.09
N -1.928 4.444 4.352 0.3 0.0 -0.5 0.08
C -1.451 3.587 3.452 0.3 -0.1 -0.1 -0.07
N 0.464 1.722 2.095 -0.1 0.0 -0.5 0.20
C 0.945 0.688 1.372 0.2 0.0 -0.3 -0.11
C 1.311 -0.506 2.192 -0.5 0.5 0.3 -0.10
C 0.014 -1.253 2.570 0.4 -0.1 -0.6 -0.17
C 0.276 -2.644 3.122 -0.9 0.2 0.5 -0.17
C -1.028 -3.456 3.149 -0.1 0.6 0.2 -0.18
C -1.920 -3.142 4.377 0.0 -0.4 -0.7 -0.17
C -3.121 -2.229 4.082 0.1 0.3 0.5 -0.15
C -3.126 -0.878 4.805 -0.2 -0.1 0.0 -0.24
O -2.681 -0.974 6.145 0.0 -0.1 0.1 -0.20
C -1.479 -0.283 6.398 0.1 -0.1 -0.4 -0.10
H 4.919 -1.747 -2.824 0.0 0.2 -0.2 0.08
H 3.181 -1.564 -3.029 -0.2 0.0 0.0 0.07
H 3.886 -3.108 -2.542 -0.1 -0.1 -0.1 0.07
H 3.453 -2.456 -0.362 -0.2 0.1 0.1 0.07
H 4.894 -1.521 -0.571 0.2 0.0 0.0 0.11
H 3.540 0.386 -1.447 0.1 0.2 0.1 0.13
H 3.467 0.096 0.262 -0.2 0.0 0.2 0.11
H 1.410 -0.102 -1.890 -0.1 0.1 -0.2 0.10
H -0.096 -1.641 -0.436 -0.1 -0.1 0.1 0.07
H 1.420 -2.301 0.157 -0.1 0.0 0.2 0.05
H 1.096 -2.308 -1.533 0.0 -0.1 0.0 0.10
H 1.049 1.468 -2.672 0.2 -0.1 -0.1 0.10
H 1.380 3.122 -2.222 0.2 0.1 0.0 0.14
H -1.325 3.223 -1.980 0.0 0.1 0.2 0.10
H -0.486 3.438 -3.480 0.1 0.1 -0.1 0.10
H -0.776 0.704 -3.536 0.1 -0.1 -0.1 0.10
H -1.878 1.831 -4.269 0.2 0.1 -0.2 0.10
H -3.091 1.948 -1.997 -0.1 0.2 -0.1 0.11
H -3.382 0.593 -3.048 -0.1 0.0 -0.1 0.10
H -2.566 0.509 -0.370 0.0 0.0 0.2 0.13
H -1.174 -0.070 -1.253 0.1 -0.1 -0.1 0.09
H -1.022 -2.940 -3.477 0.0 -0.2 0.0 0.10
H -1.857 -1.395 -3.818 0.1 0.0 -0.2 0.08
H -0.485 -1.431 -2.717 0.2 0.0 -0.3 0.05
H -0.230 3.961 -0.242 -0.1 0.1 -0.1 0.14
H 0.789 5.470 1.770 0.1 0.2 0.0 0.12
H -0.100 7.127 3.399 -0.1 0.2 0.2 0.11
H -1.839 6.386 5.033 -0.1 0.0 0.1 0.12
H -1.843 2.574 3.485 -0.2 0.0 0.1 0.12
H 0.412 1.625 3.102 0.1 -0.1 0.1 0.18
H 1.791 -0.135 3.099 0.2 -0.1 0.1 0.12
H 2.014 -1.142 1.675 0.1 -0.1 0.0 0.10
H -0.576 -1.356 1.660 -0.2 0.0 -0.1 0.11
H -0.573 -0.636 3.248 -0.1 0.0 0.2 0.09
H 1.034 -3.138 2.528 0.2 -0.1 0.0 0.09
H 0.584 -2.532 4.162 0.6 -0.2 0.0 0.11
H -1.612 -3.191 2.269 0.1 -0.3 -0.3 0.10
H -0.815 -4.517 3.087 0.1 -0.1 0.1 0.11
H -2.314 -4.091 4.726 0.0 -0.1 0.2 0.11
H -1.315 -2.751 5.190 0.0 0.1 0.2 0.09
H -4.027 -2.741 4.392 -0.2 -0.1 -0.1 0.11
H -3.219 -2.022 3.018 0.0 -0.1 -0.2 0.11
H -4.154 -0.519 4.832 -0.1 0.1 -0.1 0.11
H -2.549 -0.118 4.268 0.2 0.0 0.0 0.10
H -1.125 -0.541 7.388 -0.1 0.0 0.2 0.10
H -1.621 0.797 6.323 0.0 0.1 0.1 0.07
H -0.702 -0.582 5.681 0.1 0.0 0.0 0.07
C 3.051 -5.640 -0.190 -0.1 0.0 0.0 -0.07
C 2.320 -4.942 0.940 -0.2 -0.2 -0.2 -0.32
O 0.950 -4.692 0.614 0.0 0.1 0.0 -0.10
H 2.996 -5.045 -1.103 0.0 0.0 0.0 0.06
H 4.100 -5.798 0.062 0.0 0.0 0.0 0.08
H 2.598 -6.611 -0.405 0.0 0.0 0.0 0.08
H 2.769 -3.969 1.135 0.0 -0.1 0.1 0.06
H 2.375 -5.534 1.860 0.1 0.0 0.0 0.12
H 0.511 -5.528 0.434 0.0 0.0 0.0 0.09
C 4.594 -1.353 3.834 -0.1 0.0 0.0 -0.08
C 5.160 -2.549 3.096 0.0 0.2 -0.1 -0.28
O 4.563 -2.712 1.804 0.0 0.1 0.2 -0.11
H 3.512 -1.456 3.948 0.0 -0.1 0.0 0.06
H 5.045 -1.257 4.823 0.0 0.0 0.0 0.05
H 4.782 -0.431 3.274 0.1 0.0 0.0 0.08
H 4.957 -3.468 3.644 0.0 0.0 0.0 0.12
H 6.243 -2.452 2.983 0.0 -0.1 0.1 0.12
H 4.746 -1.915 1.296 0.1 -0.1 0.0 0.04
C -3.987 -1.504 -7.089 0.0 0.0 0.1 -0.08
C -3.321 -0.277 -6.500 0.1 -0.1 -0.3 -0.31
O -1.907 -0.291 -6.751 0.0 0.3 0.2 -0.10
H -3.551 -2.410 -6.668 0.0 0.0 0.0 0.08
H -5.058 -1.503 -6.885 0.0 0.0 0.0 0.08
H -3.841 -1.539 -8.170 -0.1 0.0 0.0 0.08
H -3.448 -0.251 -5.418 0.1 0.0 0.0 0.09
H -3.754 0.638 -6.916 -0.1 0.0 0.1 0.11
H -1.788 -0.305 -7.707 0.1 -0.1 0.0 0.08
C -7.116 0.408 -1.509 0.1 0.0 0.0 -0.09
C -7.298 -0.493 -2.716 0.1 0.0 0.1 -0.31
O -6.131 -0.518 -3.537 0.1 0.1 0.0 -0.10
H -6.878 1.424 -1.828 0.0 0.0 0.0 0.07
H -8.020 0.436 -0.899 0.0 0.0 0.0 0.08
H -6.291 0.052 -0.886 0.0 0.0 0.0 0.07
H -8.109 -0.131 -3.346 0.0 0.0 -0.1 0.11
H -7.543 -1.511 -2.398 -0.1 0.0 0.0 0.11
H -5.408 -0.854 -2.997 0.0 -0.1 0.0 0.06
C -0.916 4.230 -6.690 0.0 0.0 0.1 -0.09
C -0.260 3.435 -7.802 -0.2 -0.2 0.2 -0.31
O 0.159 2.156 -7.331 0.0 0.1 -0.1 -0.10
H -0.219 4.342 -5.858 0.0 0.1 0.0 0.07
H -1.226 5.220 -7.025 0.0 0.0 0.0 0.08
H -1.796 3.700 -6.316 -0.1 0.0 0.0 0.07
H 0.633 3.942 -8.164 0.0 0.0 0.0 0.11
H -0.948 3.315 -8.645 0.0 0.1 0.0 0.11
H -0.622 1.684 -7.016 0.0 -0.2 0.1 0.05
C 7.958 0.466 7.098 0.0 0.0 -0.1 -0.09
C 6.662 -0.204 7.513 0.2 -0.1 0.0 -0.31
O 6.356 -1.329 6.688 0.0 0.1 0.0 -0.10
H 7.904 0.788 6.057 0.0 0.0 0.0 0.07
H 8.168 1.334 7.723 0.0 0.0 0.0 0.08
H 8.797 -0.229 7.184 0.0 0.0 0.1 0.07
H 5.825 0.486 7.411 -0.1 0.0 0.0 0.11
H 6.714 -0.522 8.559 0.0 0.1 0.0 0.11
H 7.077 -1.961 6.776 0.0 0.0 0.0 0.09
C -4.650 1.828 6.394 0.1 -0.1 0.0 -0.08
C -3.998 2.912 7.235 0.0 0.0 -0.2 -0.30
O -2.607 3.029 6.955 0.0 -0.2 0.1 -0.11
H -4.163 0.867 6.570 -0.1 0.1 0.1 0.05
H -5.711 1.731 6.628 0.0 0.0 0.0 0.08
H -4.553 2.061 5.329 -0.1 0.1 0.0 0.07
H -4.082 2.673 8.294 0.0 0.0 0.0 0.11
H -4.489 3.876 7.065 -0.1 0.0 0.1 0.11
H -2.515 3.257 6.021 0.0 0.3 0.0 0.02
C 2.432 0.486 -9.341 0.0 0.0 0.0 -0.09
C 3.101 1.706 -8.736 0.1 0.0 -0.2 -0.33
O 4.512 1.698 -8.950 -0.1 0.0 0.1 -0.08
H 2.855 -0.426 -8.918 0.0 0.0 0.0 0.08
H 1.359 0.501 -9.149 0.0 0.0 0.0 0.06
H 2.593 0.453 -10.421 0.0 0.0 0.0 0.07
H 2.950 1.726 -7.659 0.0 0.0 0.0 0.10
H 2.675 2.624 -9.155 -0.1 0.0 0.1 0.10
H 4.668 1.693 -9.899 0.0 0.0 0.0 0.08
```
Positions in Å, forces in eV/Å.

HOMO level ... -11.4 eV
Kohn-Sham gap ... 7.93 eV
Total charge ... +1
F_max ... 1.71 eV/A
E_tot ... -74738.299 eV
Molar mass ... 852.27 Da